Entry from OMol25: an isolated molecule of C4H4N2S2 at a distorted geometry (ωB97M-V/def2-TZVPD).

The energy relative to the best compared isomer or geometry (same formula, charge and spin) comes out at 184.2 kJ/mol. The calculation puts the HOMO energy at -8.25 eV. The SMILES is S=c1cccnn1S. The calculation puts the electronic energy at -1060.64536 a.u.

Each line ends with the Mulliken charge.
Positions of all 12 atoms, in Å:
C: -0.65474 1.36896 -0.12255  -0.28
C: -0.95260 0.70163 1.06169  -0.25
C: -0.48091 -0.56176 1.23657  -0.37
H: -0.82612 -1.19323 2.11575  0.31
H: 1.59469 0.23916 -2.63229  0.18
S: 1.67326 -0.93294 -2.04491  -0.11
C: 0.38881 -1.10004 0.25637  0.47
H: -1.45749 1.18258 1.88792  0.36
H: -1.10599 2.32669 -0.37962  0.37
S: 1.01479 -2.61826 0.41089  -0.44
N: 0.62285 -0.32341 -0.79776  0.58
N: 0.18345 0.91062 -0.99206  -0.82